DFT (ωB97M-V with the def2-TZVPD basis set) results for 9 unconnected molecules or ions with the total composition C34H62N7O13P.

```
117
C34H62N7O13P (ωB97M-V with the def2-TZVPD basis set)
C 0.505 0.209 -5.044
N 1.965 0.098 -4.860
C 2.646 -1.135 -5.377
P 2.909 1.423 -4.256
O 4.110 0.947 -3.517
N 3.273 2.406 -5.638
C 2.193 2.761 -6.531
C 4.673 2.270 -6.342
N 1.743 2.370 -3.355
C 2.141 3.697 -2.874
C 1.014 1.744 -2.256
H 0.058 -0.282 -4.179
H 0.158 -0.218 -5.985
H 0.161 1.240 -4.966
H 3.647 -1.197 -4.951
H 2.717 -1.161 -6.464
H 2.250 -2.034 -4.904
H 1.456 3.465 -6.145
H 2.493 3.136 -7.509
H 1.633 1.856 -6.770
H 4.612 2.797 -7.295
H 5.494 2.667 -5.745
H 4.958 1.241 -6.561
H 2.211 4.332 -3.757
H 1.404 4.167 -2.223
H 3.114 3.564 -2.401
H 1.436 1.920 -1.266
H 0.796 0.687 -2.408
H 0.058 2.223 -2.043
O -2.059 -0.333 -2.298
C -2.922 -0.269 -3.169
O -4.243 -0.274 -2.934
C -4.944 0.153 -4.097
C -3.911 0.093 -5.149
O -2.728 0.072 -4.491
H -5.735 -0.595 -4.060
H -5.340 1.139 -3.855
H -3.859 1.033 -5.700
H -3.982 -0.819 -5.741
O 2.037 -7.178 3.246
C 1.332 -7.192 2.271
O 1.296 -8.221 1.499
C 0.547 -8.000 0.278
C -0.174 -6.692 0.577
O 0.335 -6.402 1.949
H 1.212 -7.836 -0.569
H 0.013 -8.841 -0.165
H -1.247 -6.882 0.543
H 0.098 -6.000 -0.219
O 1.934 -0.016 2.873
C 2.889 0.094 3.585
O 3.148 1.047 4.531
C 4.406 0.957 5.089
C 4.852 -0.379 4.480
O 3.845 -0.747 3.606
H 5.011 1.829 4.842
H 4.267 0.725 6.145
H 5.140 -1.103 5.241
H 5.803 -0.020 4.087
O 2.672 -4.736 0.769
C 3.314 -3.951 0.105
O 2.807 -2.949 -0.664
C 3.742 -2.295 -1.396
C 4.998 -2.648 -0.548
O 4.627 -3.844 0.092
H 3.889 -2.619 -2.426
H 3.635 -1.211 -1.377
H 5.248 -1.878 0.182
H 5.834 -2.840 -1.221
C -0.218 3.867 1.588
C 0.971 4.474 0.877
C 0.557 5.806 0.092
C -0.381 5.446 -0.951
N -1.126 5.162 -1.720
H -0.760 3.183 0.936
H -0.862 4.681 1.920
H 0.161 3.399 2.496
H 1.442 3.740 0.223
H 1.783 4.793 1.529
H 1.255 6.396 -0.501
H 0.047 6.389 0.859
C 0.300 -2.369 1.374
C -0.133 -1.228 0.376
C -0.361 0.236 0.802
C -1.206 0.399 2.034
N -1.820 0.488 3.034
H 1.331 -2.287 1.716
H 0.275 -3.328 0.857
H -0.393 -2.324 2.214
H -1.172 -1.506 0.198
H 0.247 -1.329 -0.640
H -0.975 0.529 -0.050
H 0.496 0.905 0.881
C -3.548 -1.813 4.857
C -4.445 -1.657 6.102
C -3.805 -2.406 7.341
C -4.002 -3.840 7.352
N -4.098 -5.001 7.302
H -2.532 -1.637 5.210
H -3.604 -1.090 4.043
H -3.563 -2.821 4.441
H -5.445 -2.060 5.946
H -4.599 -0.613 6.374
H -4.460 -2.135 8.169
H -2.732 -2.264 7.469
C -6.513 3.840 2.201
C -5.056 3.374 2.273
C -4.788 2.151 3.272
C -5.459 2.234 4.616
N -6.099 2.217 5.605
H -7.126 2.991 1.898
H -6.641 4.780 1.664
H -6.848 4.100 3.205
H -4.328 4.137 2.551
H -4.604 3.177 1.302
H -3.713 2.095 3.445
H -5.068 1.154 2.934
```

Properties
HOMO, eV: -8.62
Net charge: 0
Energy above the lowest of the compared OMol25 structures with the same formula, charge and spin, eV: 3.900
Largest force on an atom, eV Å⁻¹: 5.94
SMILES string: CN(C)P(=O)(N(C)C)N(C)C.O=C1OCCO1.O=C1OCCO1.O=C1OCCO1.O=C1OCCO1.CCCC#N.CCCC#N.CCCC#N.CCCC#N

***

DFT (ωB97M-V with the def2-TZVPD basis set) results for a molecular structure, C34H64BN10Pd.

```
110
C34H64BN10Pd (ωB97M-V with the def2-TZVPD basis set)
Pd 0.321 -0.486 -0.035
C -3.412 -1.812 -3.751
C -2.125 -1.154 -3.377
C -1.190 -0.553 -4.190
C -0.202 -0.031 -3.337
N -0.514 -0.367 -2.079
N -1.705 -1.022 -2.106
B -2.571 -1.069 -0.822
N -2.107 -2.145 0.163
N -0.954 -2.027 0.883
C -0.989 -2.966 1.846
C -2.174 -3.701 1.703
C -2.857 -3.150 0.646
C -4.182 -3.553 0.083
C 0.013 -3.250 2.956
C 1.217 -2.298 3.001
C 0.493 -4.709 2.812
C -0.734 -3.120 4.294
N -2.509 0.332 -0.157
N -1.327 0.931 0.173
C -1.587 2.196 0.490
C -2.970 2.418 0.374
C -3.516 1.219 -0.036
C -4.948 0.889 -0.309
C -0.551 3.237 0.855
C 0.866 2.665 0.913
C -0.938 3.872 2.198
C -0.577 4.331 -0.228
C 0.908 0.914 -3.773
C 1.649 1.559 -2.585
C 1.869 0.206 -4.750
C 0.226 2.063 -4.546
H -3.468 -1.905 -4.834
H -4.270 -1.231 -3.413
H -3.494 -2.809 -3.315
H -1.234 -0.466 -5.266
H -3.700 -1.304 -1.134
H -2.512 -4.519 2.323
H -4.514 -4.464 0.574
H -4.122 -3.741 -0.991
H -4.940 -2.783 0.240
H 1.326 -1.727 2.086
H 2.145 -2.850 3.173
H 1.092 -1.573 3.794
H 1.059 -4.872 1.894
H -0.351 -5.401 2.805
H 1.132 -4.966 3.660
H -1.105 -2.101 4.430
H -0.050 -3.351 5.115
H -1.577 -3.812 4.351
H -3.507 3.338 0.560
H -5.565 1.751 -0.063
H -5.285 0.043 0.292
H -5.113 0.639 -1.358
H 0.935 1.769 1.531
H 1.551 3.407 1.331
H 1.222 2.419 -0.087
H -1.123 3.128 2.975
H -1.855 4.457 2.089
H -0.152 4.553 2.537
H -0.295 3.926 -1.204
H 0.124 5.128 0.033
H -1.572 4.771 -0.320
H 1.609 0.959 -1.679
H 1.200 2.523 -2.339
H 2.700 1.736 -2.821
H 2.194 -0.771 -4.398
H 2.755 0.822 -4.923
H 1.381 0.054 -5.715
H -0.506 2.573 -3.916
H -0.285 1.695 -5.437
H 0.980 2.791 -4.862
C 2.405 -1.720 -1.977
C 3.503 -2.750 -2.335
N 4.148 -3.233 -1.113
C 4.539 -2.091 -0.284
C 3.280 -1.349 0.235
N 2.080 -1.821 -0.528
C 1.835 -3.264 -0.244
C 3.163 -4.045 -0.392
H 1.491 -1.871 -2.546
H 2.766 -0.715 -2.158
H 4.246 -2.301 -2.994
H 3.078 -3.611 -2.852
H 5.164 -1.428 -0.884
H 5.140 -2.446 0.554
H 3.370 -0.271 0.106
H 3.115 -1.551 1.289
H 1.072 -3.606 -0.943
H 1.438 -3.365 0.750
H 2.999 -4.974 -0.936
H 3.574 -4.303 0.587
C 1.239 0.369 6.029
C 1.555 1.442 4.976
C 2.793 1.055 4.158
C 1.799 2.777 5.666
N 0.391 1.664 4.104
N -0.103 0.531 3.440
H 1.747 0.602 6.967
H 1.565 -0.625 5.719
H 0.165 0.331 6.219
H 3.655 0.871 4.808
H 3.060 1.855 3.459
H 2.606 0.139 3.589
H 2.703 2.729 6.278
H 0.953 3.031 6.307
H 1.932 3.581 4.932
H 0.547 2.453 3.493
H -1.095 0.639 3.274
H 0.330 0.372 2.528
```

Properties
HOMO (alpha / beta), eV: -11.01 / -11.10
Net charge: +1
Energy above the lowest of the compared OMol25 structures with the same formula, charge and spin, eV: 0.954
Spin multiplicity: 3
Largest force on an atom, eV Å⁻¹: 0.63
<S²>: 2.00

***

DFT (ωB97M-V with the def2-TZVPD basis set) results for a molecular structure, C34H64BiFN5O2S2SbSi3.

```
113
C34H64BiFN5O2S2SbSi3 (ωB97M-V with the def2-TZVPD basis set)
Bi 0.244 0.353 0.680
C 3.893 2.479 1.626
N 3.318 1.890 0.424
C 3.974 0.618 0.139
C 3.468 2.825 -0.688
C 2.963 2.296 -2.021
N 1.540 1.979 -2.027
C 0.724 3.146 -2.320
C 1.231 0.929 -2.975
H 4.975 2.662 1.515
H 3.750 1.805 2.473
H 3.398 3.425 1.851
H 5.012 0.762 -0.203
H 3.431 0.058 -0.624
H 3.993 0.005 1.038
H 4.534 3.084 -0.825
H 2.958 3.755 -0.426
H 3.512 1.391 -2.280
H 3.211 3.033 -2.803
H 0.819 3.453 -3.375
H 1.015 3.990 -1.700
H -0.330 2.929 -2.124
H 1.370 1.248 -4.022
H 0.189 0.630 -2.852
H 1.859 0.058 -2.793
O 2.209 -2.611 -2.660
C 2.946 -3.471 -1.913
C 3.679 -4.452 -2.577
C 4.437 -5.355 -1.856
C 4.476 -5.295 -0.466
C 3.756 -4.314 0.189
C 2.986 -3.388 -0.513
C 2.237 -2.307 0.199
O 1.315 -1.691 -0.457
N 2.614 -2.078 1.431
N 1.906 -1.068 2.079
C 2.222 -0.983 3.312
S 1.496 0.201 4.387
C 1.967 -0.691 5.889
C 3.360 -1.245 5.663
S 3.391 -2.072 4.049
H 1.654 -2.126 -1.998
H 3.633 -4.487 -3.658
H 4.997 -6.118 -2.382
H 5.067 -6.005 0.097
H 3.778 -4.237 1.269
H 1.250 -1.490 6.076
H 1.937 0.020 6.714
H 3.618 -1.988 6.418
H 4.101 -0.447 5.686
C -3.682 2.455 -1.049
Si -3.663 0.921 -2.119
C -3.038 1.381 -3.825
C -5.402 0.248 -2.264
Sb -2.015 -0.752 -1.100
Si -3.244 -2.448 0.422
C -4.791 -3.087 -0.422
C -3.784 -1.745 2.062
C -2.039 -3.847 0.679
Si -1.612 -2.286 -3.147
C -0.870 -3.901 -2.568
C -3.286 -2.573 -3.947
C -0.526 -1.534 -4.469
H -4.200 3.259 -1.582
H -2.676 2.802 -0.802
H -4.202 2.285 -0.105
H -3.721 2.117 -4.260
H -2.997 0.525 -4.499
H -2.042 1.830 -3.788
H -6.043 1.039 -2.668
H -5.806 -0.044 -1.292
H -5.463 -0.613 -2.932
H -5.545 -2.305 -0.539
H -5.216 -3.858 0.231
H -4.614 -3.546 -1.393
H -4.574 -0.998 1.963
H -2.950 -1.325 2.621
H -4.196 -2.589 2.626
H -1.976 -4.497 -0.195
H -2.375 -4.453 1.526
H -1.046 -3.460 0.912
H -1.649 -4.651 -2.417
H -0.300 -3.797 -1.644
H -0.182 -4.265 -3.336
H -4.077 -2.821 -3.241
H -3.189 -3.406 -4.652
H -3.604 -1.696 -4.516
H 0.533 -1.596 -4.217
H -0.779 -0.504 -4.720
H -0.688 -2.143 -5.366
C 0.444 4.298 0.860
N 0.910 4.365 2.227
C 0.379 5.528 2.911
C 0.720 3.100 2.938
C -0.706 2.590 2.972
C -1.581 3.162 3.898
C -2.925 2.827 3.919
C -3.406 1.901 3.005
C -2.528 1.302 2.113
C -1.169 1.613 2.079
H 0.772 5.190 0.322
H -0.653 4.230 0.772
H 0.879 3.419 0.376
H 0.726 6.429 2.402
H 0.748 5.554 3.938
H -0.721 5.557 2.937
H 1.103 3.229 3.953
H 1.372 2.365 2.454
H -1.197 3.877 4.617
H -3.591 3.280 4.643
H -4.455 1.627 3.004
H -2.921 0.553 1.438
F -0.753 -1.221 1.582
```

Properties
HOMO, eV: -7.38
Net charge: 0
Energy above the lowest of the compared OMol25 structures with the same formula, charge and spin, eV: 0.000
Largest force on an atom, eV Å⁻¹: 0.29

***

DFT (ωB97M-V with the def2-TZVPD basis set) results for 3 unconnected molecules or ions with the total composition C34H65BClFN4O9PS.

```
117
C34H65BClFN4O9PS (ωB97M-V with the def2-TZVPD basis set)
C 5.339 2.625 -1.617
C 4.892 2.228 -2.672
C 4.190 2.099 -4.000
C 2.871 1.214 -3.959
C 3.039 -0.101 -3.130
C 2.255 -0.171 -1.772
P 2.063 1.514 -0.930
O 1.869 1.313 0.707
Cl 0.151 2.218 -1.579
O 0.910 -0.477 -2.110
B 0.366 -1.655 -1.366
C -0.119 -2.653 -2.576
C -1.028 -2.005 -3.678
C -2.552 -1.918 -3.344
C -2.934 -0.618 -2.560
S -4.290 0.342 -3.333
C -5.325 0.949 -2.003
N -5.793 2.170 -1.991
N -6.571 2.267 -0.855
C -6.517 1.111 -0.259
O -5.727 0.215 -0.923
C -0.770 -1.307 -0.176
F -0.072 -1.111 1.084
C -1.743 -2.488 0.117
C -1.028 -3.798 0.557
O 1.535 -2.026 -0.554
C 2.777 -1.442 -0.892
C 3.429 -2.632 -1.722
C 3.306 -3.999 -1.020
C 3.330 -4.261 0.357
C 3.728 -1.084 0.301
O 4.996 -1.747 0.287
C 5.988 -0.921 -0.323
C 6.832 -0.129 0.731
H 5.721 2.767 -0.610
H 4.885 1.526 -4.661
H 3.987 3.061 -4.504
H 1.972 1.810 -3.713
H 2.738 0.898 -5.023
H 2.621 -0.923 -3.753
H 4.119 -0.328 -2.977
H 1.693 0.389 0.972
H -0.663 -3.569 -2.222
H 0.772 -3.061 -3.120
H -0.952 -2.671 -4.576
H -0.705 -1.000 -4.022
H -2.910 -2.857 -2.866
H -3.089 -1.872 -4.326
H -2.012 0.004 -2.488
H -3.219 -0.897 -1.523
H -7.071 0.943 0.670
H -1.283 -0.342 -0.371
H -2.374 -2.165 0.985
H -2.447 -2.710 -0.708
H -0.303 -4.196 -0.179
H -1.805 -4.591 0.693
H -0.521 -3.706 1.541
H 4.470 -2.382 -2.071
H 2.849 -2.730 -2.667
H 3.191 -4.880 -1.699
H 4.269 -4.340 0.937
H 2.380 -4.402 0.924
H 3.922 0.002 0.431
H 3.205 -1.418 1.231
H 5.524 -0.246 -1.079
H 6.691 -1.575 -0.892
H 6.758 0.975 0.625
H 6.570 -0.373 1.781
H 7.901 -0.390 0.570
C 8.538 -0.981 8.615
O 7.456 -0.413 7.901
C 7.485 1.011 7.846
C 7.824 1.501 6.446
N 9.218 1.226 6.107
C 9.538 1.405 4.689
C 8.802 0.534 3.667
O 9.141 -0.842 3.720
C 8.455 -1.590 4.709
H 8.312 -2.035 8.779
H 9.469 -0.918 8.045
H 8.669 -0.499 9.589
H 8.161 1.435 8.595
H 6.473 1.349 8.088
H 7.649 2.580 6.391
H 7.135 1.007 5.752
H 9.436 0.271 6.360
H 10.608 1.203 4.587
H 9.390 2.459 4.430
H 9.117 0.874 2.676
H 7.716 0.669 3.698
H 7.438 -1.226 4.874
H 9.017 -1.594 5.646
H 8.396 -2.624 4.366
C -8.877 2.166 -2.500
O -9.896 2.492 -3.437
C -10.676 1.377 -3.849
C -12.082 1.450 -3.272
N -12.079 1.214 -1.830
C -13.336 1.550 -1.164
C -13.824 3.001 -1.230
O -13.025 3.920 -0.505
C -11.867 4.377 -1.187
H -8.216 3.023 -2.412
H -9.300 1.962 -1.512
H -8.289 1.308 -2.835
H -10.192 0.426 -3.609
H -10.754 1.440 -4.940
H -12.710 0.695 -3.755
H -12.485 2.439 -3.518
H -11.342 1.766 -1.409
H -13.206 1.294 -0.109
H -14.123 0.893 -1.553
H -14.807 3.027 -0.752
H -13.981 3.348 -2.258
H -12.024 4.453 -2.266
H -11.014 3.731 -0.971
H -11.623 5.369 -0.806
```

Properties
HOMO, eV: -4.28
Net charge: -1
Largest force on an atom, eV Å⁻¹: 2.40

***

Q: largest force on an atom of number 2 (C34H64BN10Pd)?
A: 0.63 eV Å⁻¹

***

Q: The highest largest force on an atom belongs to which entry?
A: C34H62N7O13P